#w
ORCA calculation (ωB97M-V/def2-TZVPD) on 2 unconnected molecules or ions with the total composition C6H12NO.

Summary:
HOMO level in eV: -13.0
LUMO in eV: -3.77
Frontier orbital gap in eV: 9.2508

Structure (ORCA input):
```
! wB97M-V def2-TZVPD RIJCOSX def2/J DEFGRID3
* xyz 1 1
C -0.983 -2.720 -0.244
C -0.395 -2.401 -1.677
C -1.140 -1.227 -0.083
C -0.711 -0.957 -1.310
C 1.251 1.341 1.099
C 1.268 3.686 0.715
N 1.184 0.078 0.804
O 1.468 2.299 0.355
H -1.853 -3.350 -0.203
H -0.267 -3.087 0.501
H 0.645 -2.622 -1.913
H -0.945 -2.695 -2.516
H -1.718 -0.594 0.564
H -0.453 0.019 -1.954
H 1.025 1.557 2.172
H 2.268 4.112 0.870
H 0.691 3.780 1.686
H 0.757 4.252 -0.056
H 0.763 -0.531 1.407
H 1.352 -0.373 -0.058
*
```

=====

#x
ORCA calculation (ωB97M-V/def2-TZVPD) on a molecular structure, C6H12NO.

Summary:
HOMO level in eV: -13.0
LUMO in eV: -5.97
Frontier orbital gap in eV: 7.0398

Structure (ORCA input):
```
! wB97M-V def2-TZVPD RIJCOSX def2/J DEFGRID3
* xyz 1 1
C 0.976 -1.801 -0.812
C 0.781 -0.954 0.536
C 2.140 -0.560 0.184
C -1.466 1.568 -1.037
C -1.130 -0.008 1.694
C -0.142 0.997 -0.416
N -0.263 -0.012 0.466
O 2.320 -1.367 -0.828
H 0.906 -2.864 -0.918
H 0.546 -1.161 -1.607
H 0.787 -1.449 1.507
H 2.909 0.261 0.483
H -1.364 2.118 -1.990
H -2.078 0.688 -1.274
H -2.000 2.337 -0.417
H -2.080 0.256 1.428
H -1.187 -1.064 2.024
H -0.618 0.604 2.374
H 0.545 1.875 -0.169
H 0.419 0.535 -1.227
*
```

=====

#y
ORCA calculation (ωB97M-V/def2-TZVPD) on 2 unconnected molecules or ions with the total composition C6H12NO.

Summary:
HOMO level in eV: -14.0
LUMO in eV: -8.50
Frontier orbital gap in eV: 5.5479

Structure (ORCA input):
```
! wB97M-V def2-TZVPD RIJCOSX def2/J DEFGRID3
* xyz 1 1
O 1.401 -1.242 1.572
C 0.357 -1.214 0.873
C 0.086 -0.524 -0.375
C -1.334 0.076 -0.361
C -1.415 1.343 0.447
C -0.750 3.176 -1.117
C -0.402 2.294 -0.204
N 1.682 -3.090 -0.694
H -0.599 -1.677 1.272
H 0.767 -0.426 -1.238
H -2.038 -0.712 -0.031
H -1.608 0.366 -1.469
H -2.347 1.912 0.416
H -0.841 1.032 1.335
H -0.028 3.926 -1.468
H -1.778 3.524 -1.177
H 0.597 2.186 0.181
H 1.064 -3.363 0.052
H 2.383 -3.813 -0.850
H 2.199 -2.288 -0.318
*
```

=====

#z
ORCA calculation (ωB97M-V/def2-TZVPD) on a gas-phase ion, C6H12NO (charge +1).

Summary:
HOMO level (alpha / beta) in eV: -12.8 / -12.8
LUMO (alpha / beta) in eV: -5.45 / -5.45
Frontier orbital gap (alpha / beta) in eV: 7.3516 / 7.3490

Structure (ORCA input):
```
! wB97M-V def2-TZVPD RIJCOSX def2/J DEFGRID3
* xyz 1 1
C 1.748 -0.254 1.072
C 0.425 -0.435 1.456
C -1.005 0.145 -0.307
C -3.511 0.078 0.215
C 3.582 0.366 -0.623
C -2.354 -0.024 -0.857
N 2.290 -0.107 -0.222
O -0.780 -0.300 0.822
H 2.530 -0.285 1.806
H 0.277 -0.738 2.517
H -0.224 0.086 -1.096
H -4.273 -0.492 -0.298
H -3.779 1.163 0.445
H -3.409 -0.626 1.095
H 3.988 1.031 0.170
H 4.304 -0.467 -0.768
H 3.485 1.013 -1.516
H -2.573 0.790 -1.523
H -2.337 -0.946 -1.459
H 1.615 0.001 -0.928
*
```

=====

Q: Which of them is the most stable? A: #w.

=====

#w
ORCA calculation (ωB97M-V/def2-TZVPD) on 2 unconnected molecules or ions with the total composition C2H5NO2.

Summary:
HOMO level (alpha / beta) in eV: -8.7 / -8.4
LUMO (alpha / beta) in eV: 0.09 / 0.21
Frontier orbital gap (alpha / beta) in eV: 8.8361 / 8.6368

Structure (ORCA input):
```
! wB97M-V def2-TZVPD RIJCOSX def2/J DEFGRID3
* xyz 0 1
C -0.367 -1.185 -0.727
C 0.976 0.170 1.047
N -0.956 -0.140 -1.337
O -0.447 -2.348 -0.901
O -2.236 -0.117 -1.911
H 1.810 0.691 0.727
H 0.071 0.625 1.274
H 1.271 -0.814 1.354
H -0.625 0.784 -1.168
H -2.235 -0.850 -2.411
*
```

=====

#x
ORCA calculation (ωB97M-V/def2-TZVPD) on 2 unconnected molecules or ions with the total composition C2H5NO2.

Summary:
HOMO level (alpha / beta) in eV: -9.0 / -9.0
LUMO (alpha / beta) in eV: -0.12 / -0.12
Frontier orbital gap (alpha / beta) in eV: 8.8558 / 8.8487

Structure (ORCA input):
```
! wB97M-V def2-TZVPD RIJCOSX def2/J DEFGRID3
* xyz 0 1
C 0.639 0.979 -0.547
C 0.162 0.062 0.600
N 1.050 -0.974 0.176
O 1.416 -0.262 -1.026
O -1.841 -0.425 -0.242
H -0.031 1.405 -1.295
H 1.269 1.768 -0.075
H -0.087 0.267 1.607
H 0.666 -1.922 -0.024
H -2.044 -1.402 -0.192
*
```

=====

#y
ORCA calculation (ωB97M-V/def2-TZVPD) on a single C2H5NO2 molecule.

Summary:
HOMO level in eV: -10.4
LUMO in eV: 0.89
Frontier orbital gap in eV: 11.2917

Structure (ORCA input):
```
! wB97M-V def2-TZVPD RIJCOSX def2/J DEFGRID3
* xyz 0 1
C -0.657 0.452 1.408
O -0.547 -0.406 0.273
C 0.448 -0.049 -0.556
N 0.577 -0.876 -1.623
O 1.188 0.899 -0.393
H 0.268 0.433 1.990
H -1.488 0.058 1.991
H -0.857 1.479 1.094
H -0.138 -1.531 -1.904
H 1.208 -0.460 -2.280
*
```

=====

Q: Which of them is the most stable? A: #y.

=====

#w
ORCA calculation (ωB97M-V/def2-TZVPD) on 2 unconnected molecules or ions with the total composition C7H11N2O2.

Summary:
HOMO level (alpha / beta) in eV: 3.8 / -1.7
LUMO (alpha / beta) in eV: 6.36 / 6.25
Frontier orbital gap (alpha / beta) in eV: 2.5526 / 7.9488

Structure (ORCA input):
```
! wB97M-V def2-TZVPD RIJCOSX def2/J DEFGRID3
* xyz -2 2
C -0.494 -2.256 -1.936
C 0.422 -1.730 -0.889
C 1.545 -0.992 -1.087
C 1.293 -1.418 1.041
N 0.302 -2.017 0.459
N 2.119 -0.811 0.148
H -0.326 -1.781 -2.902
H -1.532 -2.141 -1.638
H 1.973 -0.557 -1.976
H 1.541 -1.380 2.091
H 2.677 -0.014 0.415
H -0.322 -3.312 -2.177
C -1.039 1.979 0.271
C -1.775 1.167 1.351
C 0.332 2.553 0.778
O 0.470 2.695 2.015
O 1.147 2.841 -0.127
H -0.867 1.341 -0.594
H -1.613 2.856 -0.048
H -1.270 0.208 1.423
H -2.831 1.075 1.075
H -1.753 1.694 2.304
*
```

=====

#x
ORCA calculation (ωB97M-V/def2-TZVPD) on 2 unconnected molecules or ions with the total composition C7H11N2O2.

Summary:
HOMO level (alpha / beta) in eV: 3.5 / -2.3
LUMO (alpha / beta) in eV: 6.00 / 5.94
Frontier orbital gap (alpha / beta) in eV: 2.4534 / 8.2814

Structure (ORCA input):
```
! wB97M-V def2-TZVPD RIJCOSX def2/J DEFGRID3
* xyz -2 2
C 2.736 -1.634 -2.605
C 0.974 -0.018 -1.192
C 2.050 -0.928 -1.380
C 1.956 -0.359 0.823
N 0.907 0.295 0.189
N 2.723 -1.086 -0.150
H 0.273 0.237 -1.902
H 0.339 0.983 0.509
H 2.878 -2.743 -2.583
H 3.772 -1.161 -2.622
H 2.308 -0.086 1.677
H 2.352 -1.310 -3.590
C -2.313 1.086 0.758
C -2.849 -0.199 1.203
C -1.590 1.803 1.906
O -1.966 1.450 3.058
O -0.753 2.665 1.624
H -1.799 1.066 -0.150
H -3.049 1.833 0.411
H -2.245 -0.708 2.030
H -2.742 -1.066 0.638
H -3.961 -0.120 1.348
*
```

=====

Q: Which of them is the most stable? A: #w.

=====

#w
ORCA calculation (ωB97M-V/def2-TZVPD) on 2 unconnected molecules or ions with the total composition C3H6N.

Summary:
HOMO level (alpha / beta) in eV: -16.3 / -16.0
LUMO (alpha / beta) in eV: -5.12 / -7.00
Frontier orbital gap (alpha / beta) in eV: 11.1594 / 8.9745

Structure (ORCA input):
```
! wB97M-V def2-TZVPD RIJCOSX def2/J DEFGRID3
* xyz 1 1
C -1.222 -0.118 0.318
C 1.050 -0.400 0.409
C 0.103 0.613 0.122
N -0.158 -0.667 -0.514
H -1.265 -0.837 1.112
H -2.115 0.041 -0.163
H 2.049 -0.336 0.021
H 0.881 -0.949 1.331
H 0.881 2.417 -1.166
H 0.081 -0.860 -1.436
*
```

=====

#x
ORCA calculation (ωB97M-V/def2-TZVPD) on a gas-phase ion, C3H6N (charge +1).

Summary:
HOMO level in eV: -16.9
LUMO in eV: -3.79
Frontier orbital gap in eV: 13.1201

Structure (ORCA input):
```
! wB97M-V def2-TZVPD RIJCOSX def2/J DEFGRID3
* xyz 1 1
C 1.132 -0.051 -0.280
C -0.013 -0.811 0.265
C -1.200 -0.022 -0.306
N -0.103 0.818 0.352
H 2.155 -0.033 0.069
H 1.231 0.034 -1.321
H 0.198 -1.387 1.125
H -1.204 0.128 -1.376
H -2.133 -0.098 0.271
H -0.063 1.422 1.202
*
```

=====

Q: Which of them is the most stable? A: #x.

=====

#w
ORCA calculation (ωB97M-V/def2-TZVPD) on 4 unconnected molecules or ions with the total composition C3H15NO3.

Summary:
HOMO level in eV: -8.7
LUMO in eV: 0.62
Frontier orbital gap in eV: 9.2664

Structure (ORCA input):
```
! wB97M-V def2-TZVPD RIJCOSX def2/J DEFGRID3
* xyz 0 1
C -1.919 0.344 1.579
C -1.792 0.987 0.225
C -1.212 0.156 -0.899
N 0.272 0.096 -1.005
H -1.021 0.281 2.199
H -2.261 -0.695 1.505
H -2.683 0.784 2.226
H -2.814 1.171 -0.101
H -1.284 1.947 0.208
H -1.586 0.382 -1.897
H -1.546 -0.892 -0.840
H 0.692 0.714 -0.316
H 0.465 0.560 -1.882
O 2.066 -1.650 -2.488
H 1.294 -1.800 -3.041
H 2.279 -0.726 -2.643
O 1.444 -1.997 1.396
H 1.494 -2.877 1.002
H 2.154 -1.614 0.859
O 1.892 1.574 0.941
H 2.484 2.234 1.311
H 1.582 1.020 1.662
*
```

=====

#x
ORCA calculation (ωB97M-V/def2-TZVPD) on 4 unconnected molecules or ions with the total composition C3H15NO3.

Summary:
HOMO level in eV: -9.6
LUMO in eV: 0.74
Frontier orbital gap in eV: 10.3606

Structure (ORCA input):
```
! wB97M-V def2-TZVPD RIJCOSX def2/J DEFGRID3
* xyz 0 1
C -0.718 -2.037 -0.535
C -1.559 -1.243 0.478
N -0.695 -0.160 1.041
C -1.364 1.082 1.421
H -0.329 -1.346 -1.334
H 0.058 -2.497 0.089
H -1.363 -2.747 -1.059
H -2.500 -0.809 0.167
H -1.796 -1.893 1.328
H -0.330 -0.491 1.923
H -0.624 1.752 1.871
H -2.245 0.881 2.067
H -1.810 1.635 0.595
O 2.579 0.229 -2.640
H 1.903 0.807 -2.244
H 2.638 0.703 -3.480
O 2.136 0.718 0.884
H 2.894 0.205 0.585
H 1.409 0.079 0.973
O 0.484 1.972 -1.019
H 1.178 2.018 -0.343
H 0.052 1.142 -0.767
*
```

=====

#y
ORCA calculation (ωB97M-V/def2-TZVPD) on 4 unconnected molecules or ions with the total composition C3H15NO3.

Summary:
HOMO level in eV: -8.9
LUMO in eV: 0.25
Frontier orbital gap in eV: 9.1962

Structure (ORCA input):
```
! wB97M-V def2-TZVPD RIJCOSX def2/J DEFGRID3
* xyz 0 1
C -2.408 -0.002 -0.430
C -1.175 -0.654 0.137
C -0.180 0.330 0.883
N 1.208 0.321 0.442
H -2.401 1.092 -0.459
H -3.250 -0.253 0.220
H -2.623 -0.347 -1.440
H -1.516 -1.309 0.968
H -0.578 -1.407 -0.379
H -0.100 -0.166 1.866
H -0.629 1.317 0.907
H 1.293 0.728 -0.482
H 1.582 -0.619 0.442
O 1.746 -0.216 -2.212
H 1.420 -0.983 -2.727
H 2.713 -0.357 -2.207
O 3.031 -2.539 2.363
H 3.449 -1.911 1.769
H 2.120 -2.302 2.265
O -1.222 3.500 -0.670
H -0.634 2.824 -1.065
H -1.847 2.954 -0.190
*
```

=====

Q: Which of them is the most stable? A: #x.

=====

#w
ORCA calculation (ωB97M-V/def2-TZVPD) on 2 unconnected molecules or ions with the total composition H5NOSSi.

Summary:
HOMO level in eV: -9.9
LUMO in eV: 0.32
Frontier orbital gap in eV: 10.1924

Structure (ORCA input):
```
! wB97M-V def2-TZVPD RIJCOSX def2/J DEFGRID3
* xyz 0 1
N 0.448 -0.785 1.048
Si 0.169 -2.439 0.795
O 0.681 -3.156 -0.401
H 0.656 -0.350 1.972
H 1.181 -0.430 0.458
H -0.374 -3.239 2.007
S 0.715 1.832 -2.824
H 0.399 3.034 -3.333
H -0.469 1.592 -2.468
*
```

=====

#x
ORCA calculation (ωB97M-V/def2-TZVPD) on 2 unconnected molecules or ions with the total composition H5NOSSi.

Summary:
HOMO level in eV: -10.1
LUMO in eV: -0.15
Frontier orbital gap in eV: 9.9584

Structure (ORCA input):
```
! wB97M-V def2-TZVPD RIJCOSX def2/J DEFGRID3
* xyz 0 1
O 3.168 2.186 -0.356
Si 2.434 0.877 -0.100
S 3.613 -0.912 0.496
H 1.073 0.402 0.050
H 4.555 -0.203 1.096
N -2.109 -0.758 -0.240
H -2.828 -0.134 -0.016
H -2.316 -1.454 -0.941
H -2.293 -1.391 0.587
*
```

=====

#y
ORCA calculation (ωB97M-V/def2-TZVPD) on 2 unconnected molecules or ions with the total composition H5NOSSi.

Summary:
HOMO level in eV: -8.8
LUMO in eV: -0.19
Frontier orbital gap in eV: 8.6439

Structure (ORCA input):
```
! wB97M-V def2-TZVPD RIJCOSX def2/J DEFGRID3
* xyz 0 1
N 2.106 0.790 -0.054
Si 0.871 -0.221 -0.684
O -0.216 -0.764 0.243
H 2.946 0.823 -0.635
H 2.342 0.526 0.915
H 1.285 -0.746 -1.971
S -3.322 -0.204 0.213
H -3.988 -0.159 1.378
H -2.025 -0.046 0.595
*
```

=====

Q: Which of them is the most stable? A: #y.